Record 1
This record from OMol25 describes a 3-piece molecular cluster, C17H43BN7O9P3 overall in a non-equilibrium geometry. The level of theory is the ωB97M-V functional and the def2-TZVPD basis.

ORCA input file:
```
! wB97M-V def2-TZVPD RIJCOSX def2/J DEFGRID3
* xyz 0 1
P -1.63935 2.66398 -0.66768
P 2.10175 4.63669 3.29220
P -1.03947 -4.79723 -2.02494
O 1.26352 5.02551 1.99021
O -0.44321 -3.59303 -1.33815
O 2.27502 6.01852 4.09366
O -0.91535 3.85258 -0.08413
O 7.80760 5.37148 5.14018
O 6.27441 5.76616 1.20685
O 3.67693 4.00193 5.96352
O 5.73655 4.83121 5.92817
O 1.34429 3.66247 4.07578
N -0.27167 -6.00055 -1.02949
N -2.69437 -4.56783 -1.56732
N -0.93217 1.46146 0.36877
N 8.08006 4.32038 2.05144
N -1.41912 -6.01737 -3.24097
N -3.24855 3.06503 -0.15996
N -2.17826 1.40991 -1.78482
C 6.66187 5.05644 4.94363
C -3.30035 -3.35157 -2.10142
C 4.59384 4.34258 5.28375
C -1.31458 0.23290 -2.00012
C -3.70967 -5.59901 -1.46216
C -1.60467 -5.34547 -4.55813
C -2.36352 2.01678 -3.13300
C -1.70502 0.75139 1.37030
C -4.33860 2.13156 0.05160
C 4.78357 4.36531 3.79498
C -0.44764 -7.10024 -3.48765
C -3.78086 4.29263 -0.74757
C 0.96976 -5.58156 -0.38345
C -1.01928 -6.83556 -0.10920
C 3.74463 3.98293 2.78389
C 6.02813 4.80553 3.60955
C 0.36988 1.80505 0.93733
B 6.77796 5.00461 2.22765
H -1.73354 -7.47210 -0.63544
H -2.82248 1.30278 -3.81640
H 0.56469 -6.72506 -3.64994
H -0.75163 -7.66347 -4.37352
H -3.00205 5.05119 -0.83017
H -0.67329 -4.90405 -4.92363
H -2.58245 -2.53130 -2.09996
H -0.34867 -7.53304 0.39785
H 7.87981 3.32688 2.18319
H -1.97122 -6.05192 -5.30204
H -1.41458 2.35120 -3.56179
H -1.07365 0.02916 1.89177
H 0.89141 0.89926 1.25949
H -3.02842 2.88221 -3.08526
H -3.42370 -6.40416 -0.79389
H -1.54340 -6.24699 0.65510
H 8.60546 4.54510 2.90091
H -2.14054 1.42826 2.11694
H -4.61230 -5.17488 -1.01571
H 2.24506 5.79467 5.03465
H -4.08924 1.34749 0.75849
H -4.20209 4.12329 -1.74939
H 0.78592 -4.98206 0.51589
H 0.27851 2.47076 1.80122
H -4.70444 1.66801 -0.87450
H -4.57060 4.71077 -0.12007
H -1.69736 -0.36117 -2.83462
H 6.64547 6.65136 1.18363
H -0.28282 0.50898 -2.22622
H 3.69119 2.89803 2.72168
H 3.97149 4.37624 1.79225
H -3.99826 -6.02997 -2.42993
H 1.00737 2.28996 0.19945
H -3.66142 -3.48847 -3.13140
H 1.58968 -4.99718 -1.05940
H -2.49431 0.14958 0.91469
H -1.31641 -0.43780 -1.14718
H -0.42831 -7.81899 -2.67529
H 0.41058 5.31471 2.34270
H -5.18307 2.65656 0.50518
H -4.14782 -3.03399 -1.49056
H -2.34531 -4.54569 -4.48858
H 1.55258 -6.45979 -0.09352
*
```

ΔE to the lowest compared entry with this formula, charge and spin   0.0 kcal per mole
Molecular weight   593.31 Da
HOMO level   -8.0 eV
SMILES string   NB(O)C1=C(CP(=O)(O)O)C(=O)OC1=O.CN(C)P(=O)(N(C)C)N(C)C.CN(C)P(=O)(N(C)C)N(C)C
Gap between HOMO and LUMO   6.91 eV
Energy   -2783.0056 a.u.
LUMO energy   -1.14 eV
Max |F|   0.1352 Eh/bohr

Record 2
This record from OMol25 describes C17H44N4NiO7 as an isolated structure in a non-equilibrium geometry. The level of theory is the ωB97M-V functional and the def2-TZVPD basis.

ORCA input file:
```
! wB97M-V def2-TZVPD RIJCOSX def2/J DEFGRID3
* xyz 1 4
Ni -0.48199 -0.25705 -0.22103
O -0.68200 0.93635 1.55039
O -5.96906 3.41103 -2.05535
O 3.85838 -1.64199 -1.92453
O -1.07191 -1.69249 -1.68511
O -2.24387 -0.05537 0.89370
O -0.72969 -0.98672 1.71850
O 3.60702 -2.19797 5.53086
N -0.75189 1.12029 -1.76610
N 2.02183 -0.70312 2.42832
N 1.56120 -0.75218 -0.55977
N -3.03639 2.29085 -0.24319
C 5.06203 -2.25571 -2.07989
C -0.06288 0.26164 -3.75693
C -1.46596 0.04055 1.85396
C -5.19515 1.35545 -0.05544
C 3.97421 -0.57635 -1.03513
C 2.62161 0.11537 -1.08060
C 2.40769 -3.02986 2.76299
C -1.79656 -2.96859 -1.34936
C 2.71308 1.36960 -0.16703
C 2.34881 -1.70900 3.49300
C -4.80972 3.55123 -1.22068
C -1.95606 -0.88653 -2.40415
C -6.48515 4.63416 -2.53278
C -1.27512 0.39014 -2.87370
C 3.58128 -1.36041 4.35131
C -4.28988 2.16830 -0.95220
C 4.55005 -1.78531 6.52838
H 3.33879 2.10471 -0.67319
H -2.42726 -1.35746 -3.26688
H -5.00778 4.15420 -0.33451
H -2.67338 -2.72113 -0.75100
H -2.06101 -3.57304 -2.21701
H 3.15792 -2.97167 1.97440
H 1.74589 1.85018 -0.01978
H -4.21777 1.72090 -1.94354
H -2.81943 1.42131 0.22255
H 3.65744 -0.29110 4.54843
H 2.43239 0.60924 -2.03370
H 0.60804 1.11255 -3.87488
H 4.53210 -2.61753 7.23206
H 4.05340 -0.99216 -0.03068
H 1.52365 -1.69989 4.20513
H 1.45646 -3.32210 2.31818
H -5.81027 5.29526 -3.07646
H -0.45083 -0.10966 -4.70547
H -2.03871 1.01977 -3.33042
H 4.75164 0.16999 -1.19848
H -4.09788 4.07082 -1.86209
H 4.88734 -3.01972 -2.83743
H -2.76492 -0.66022 -1.70943
H -1.48181 1.67717 -1.34514
H -7.23934 4.45496 -3.29905
H 5.52942 -1.72221 6.05409
H 0.63867 -0.52670 -3.48410
H 4.52762 -1.59659 3.86471
H 5.39723 -2.75818 -1.17255
H -1.18775 -3.60033 -0.70256
H 4.28859 -0.82987 6.98322
H -4.92640 0.30381 -0.15509
H -6.94738 5.24513 -1.75743
H -3.26235 2.89229 0.53611
H -5.04467 1.64298 0.98512
H 1.89750 -1.00886 0.35735
H 1.94991 0.16733 2.93552
H 2.69933 -3.78872 3.48905
H 1.81787 -1.60938 -1.02820
H 3.05408 1.34793 0.86803
H -6.24249 1.40998 -0.35245
H 5.88230 -1.61337 -2.40032
H -0.19886 1.78480 -2.28828
H 1.06912 -0.85167 2.12769
*
```

Molecular weight   475.25 Da
HOMO level (spin up / spin down)   -11.8 / -11.8 eV
Gap between HOMO and LUMO (spin up / spin down)   6.69 / 6.06 eV
Energy   -2927.6302 a.u.
LUMO energy (spin up / spin down)   -5.06 / -5.70 eV
Max |F|   0.1846 Eh/bohr

Record 3
This record from OMol25 describes a 3-piece molecular cluster, C17H45ClN6O5P2 overall in a non-equilibrium geometry. The level of theory is the ωB97M-V functional and the def2-TZVPD basis.

ORCA input file:
```
! wB97M-V def2-TZVPD RIJCOSX def2/J DEFGRID3
* xyz 0 1
Cl -4.77123 0.63438 -1.24695
P -2.60034 0.32037 3.27528
P 3.47894 -0.97986 -2.67319
O -2.96956 0.79503 1.89112
O -0.73930 5.16403 -2.92569
O -2.70644 4.46144 -2.20636
O 2.00910 -0.83983 -2.34780
O -1.10123 2.95330 -2.97891
N 3.72046 -2.65730 -2.31924
N -1.39133 -0.85935 2.88752
N -4.14481 -0.29012 3.74248
N 4.08826 0.15770 -1.52868
N -2.12792 0.35090 4.92339
N 4.95941 -0.88594 -3.53080
C 2.81087 -3.51860 -3.06575
C -1.48072 4.23421 -2.69829
C -4.03024 2.54909 -3.06790
C -4.44838 -1.68338 3.96454
C -0.49000 2.28143 -1.86998
C -3.46967 3.29978 -1.85073
C -4.02286 1.05823 -2.81592
C -2.89778 1.16304 5.86073
C 3.89943 -3.14577 -0.96713
C -5.29720 0.41395 3.19033
C 5.78199 -2.00293 -3.97725
C -0.90906 -0.20916 5.49228
C -1.72567 -2.19538 2.43614
C 5.39168 0.40922 -4.04898
C 4.89767 -0.17489 -0.38134
C 3.21285 1.28602 -1.24637
C -0.30745 -0.30067 2.08783
H 5.61645 0.35916 -5.11744
H 4.32492 -0.69746 0.39589
H -0.01955 0.06875 4.93034
H -5.54911 0.07289 2.17801
H 0.02065 0.65681 2.50563
H -1.21815 1.80252 -1.22100
H 3.79156 2.14041 -0.88658
H -2.96026 2.64607 -1.15736
H 1.78887 -3.48993 -2.66981
H 3.96346 -4.23528 -0.97452
H -4.33224 3.67560 -1.31486
H 4.61610 1.16258 -3.93196
H -3.62999 1.77892 5.34344
H 6.53448 -1.66333 -4.69163
H -4.46821 -2.26003 3.03112
H -2.25548 1.84864 6.41983
H -0.60236 -0.12976 1.04527
H -6.16709 0.26804 3.83596
H -2.38178 -2.19883 1.55488
H 5.20247 -2.77285 -4.48258
H -3.43237 0.52487 6.56934
H 6.30935 -2.45179 -3.13465
H 2.44960 1.03522 -0.49675
H 2.70152 1.60963 -2.15115
H -5.42984 -1.78480 4.43466
H -3.37834 2.71828 -3.92063
H -4.56592 0.49885 -3.56607
H 0.09748 1.47053 -2.28546
H 4.84953 -2.81660 -0.54661
H 2.77250 -3.21344 -4.11613
H -0.81267 -2.73792 2.18415
H 3.16706 -4.55081 -3.04864
H 3.08155 -2.85405 -0.29356
H -3.73919 -2.13751 4.66066
H 0.55814 -0.96646 2.10351
H 6.28231 0.75476 -3.51768
H 5.30761 0.73355 0.06693
H -2.18435 -2.78196 3.23163
H 0.15754 2.93276 -1.29299
H -5.11109 1.48533 3.14491
H 5.76188 -0.77892 -0.66761
H -2.99835 0.70524 -2.85349
H -0.75826 0.15557 6.51041
H -5.00735 2.92475 -3.35202
H -0.97249 -1.29697 5.54022
*
```

ΔE to the lowest compared entry with this formula, charge and spin   0.0 kcal per mole
Molecular weight   510.98 Da
HOMO level   -8.2 eV
SMILES string   CN(C)P(=O)(N(C)C)N(C)C.CN(C)P(=O)(N(C)C)N(C)C.COC(=O)OCCCCl
Gap between HOMO and LUMO   8.71 eV
Energy   -2522.2751 a.u.
LUMO energy   0.49 eV
Max |F|   0.1077 Eh/bohr

- Number 1 is which compound?
  C17H43BN7O9P3